Below is C40H54BBrCeN10S3 as an isolated structure, with properties calculated with ωB97M-V/def2-TZVPD.

Each line ends with the Löwdin spin population.
CARTESIAN COORDINATES (ANGSTROEM)
1 Ce -0.057 -1.400 0.066  1.01
2 C 0.570 -4.867 1.214  0.00
3 C -0.781 -4.831 0.515  0.00
4 C -1.812 -4.145 1.335  0.00
5 C -3.052 -4.737 1.638  0.00
6 C -3.959 -4.074 2.470  0.00
7 C -3.572 -2.839 3.024  0.00
8 C -2.334 -2.323 2.686  0.00
9 N -1.508 -2.917 1.808  0.00
10 N 1.521 -3.757 0.769  0.00
11 C 2.482 -3.517 1.889  0.00
12 C 1.994 -2.549 2.883  0.00
13 C 2.697 -2.404 4.101  0.00
14 C 2.395 -1.351 4.965  0.00
15 C 1.329 -0.496 4.627  0.00
16 C 0.656 -0.741 3.455  0.00
17 N 0.985 -1.706 2.584  0.00
18 C 2.343 -4.233 -0.386  0.00
19 C 1.602 -4.263 -1.653  0.00
20 C 1.800 -5.321 -2.562  0.00
21 C 1.246 -5.250 -3.835  0.00
22 C 0.487 -4.105 -4.178  0.00
23 C 0.294 -3.139 -3.207  0.00
24 N 0.834 -3.195 -1.976  0.00
25 H 1.068 -5.844 1.072  0.00
26 H 0.455 -4.760 2.302  0.00
27 H -1.144 -5.852 0.319  0.00
28 H -0.739 -4.359 -0.482  0.00
29 H -3.277 -5.722 1.218  0.00
30 H -4.921 -4.547 2.704  0.00
31 H -4.233 -2.295 3.705  0.00
32 H -1.972 -1.444 3.208  0.00
33 H 3.434 -3.137 1.471  0.00
34 H 2.747 -4.471 2.391  0.00
35 H 3.489 -3.123 4.339  0.00
36 H 2.987 -1.216 5.884  0.00
37 H 1.027 0.338 5.274  0.00
38 H -0.163 -0.067 3.175  0.00
39 H 2.765 -5.240 -0.180  0.00
40 H 3.210 -3.548 -0.457  0.00
41 H 2.395 -6.185 -2.232  0.00
42 H 1.400 -6.068 -4.541  0.00
43 H 0.043 -3.993 -5.170  0.00
44 H -0.354 -2.285 -3.398  0.00
45 C -2.605 -0.093 -5.111  0.00
46 C -1.556 1.023 -5.356  0.00
47 C -0.241 0.444 -5.886  0.00
48 C -2.089 2.048 -6.387  0.00
49 N -1.353 1.734 -4.066  0.00
50 C -2.138 2.861 -3.687  0.00
51 C -1.840 3.154 -2.419  0.00
52 N -0.858 2.216 -1.977  0.00
53 B -0.295 2.085 -0.573  0.00
54 N -1.103 2.828 0.457  0.00
55 C -1.158 4.263 0.556  0.00
56 C -2.042 4.572 1.514  0.00
57 N -2.558 3.355 2.034  0.00
58 C -1.905 2.292 1.413  0.00
59 S -2.037 0.681 1.735  0.00
60 C -3.545 3.269 3.154  0.00
61 C -2.734 3.172 4.462  0.00
62 C -4.469 2.048 2.985  0.00
63 C -4.410 4.542 3.135  0.00
64 N 1.181 2.453 -0.555  0.00
65 C 1.733 3.572 -1.278  0.00
66 C 3.052 3.610 -1.052  0.00
67 N 3.357 2.514 -0.181  0.00
68 C 2.194 1.832 0.095  0.00
69 S 2.024 0.499 1.053  0.00
70 C 4.684 2.266 0.457  0.00
71 C 4.617 2.766 1.909  0.00
72 C 5.748 3.034 -0.352  0.00
73 C 5.036 0.779 0.413  0.00
74 C -0.565 1.339 -2.987  0.00
75 S 0.546 0.128 -2.843  0.00
76 H -2.760 -0.648 -6.042  0.00
77 H -3.560 0.333 -4.782  0.00
78 H -2.252 -0.800 -4.343  0.00
79 H -0.446 0.079 -6.909  0.00
80 H 0.147 -0.394 -5.280  0.00
81 H 0.545 1.212 -5.929  0.00
82 H -2.078 1.593 -7.392  0.00
83 H -1.432 2.938 -6.412  0.00
84 H -3.119 2.359 -6.171  0.00
85 H -2.827 3.300 -4.414  0.00
86 H -2.225 3.975 -1.806  0.00
87 H -0.407 0.894 -0.243  0.00
88 H -0.553 4.923 -0.067  0.00
89 H -2.385 5.538 1.894  0.00
90 H -2.107 2.266 4.469  0.00
91 H -3.444 3.124 5.306  0.00
92 H -2.100 4.061 4.593  0.00
93 H -3.993 1.103 3.280  0.00
94 H -4.853 1.956 1.957  0.00
95 H -5.316 2.218 3.661  0.00
96 H -3.814 5.421 3.425  0.00
97 H -5.248 4.413 3.838  0.00
98 H -4.825 4.708 2.126  0.00
99 H 1.121 4.217 -1.913  0.00
100 H 3.852 4.278 -1.370  0.00
101 H 4.461 3.851 1.943  0.00
102 H 5.575 2.533 2.394  0.00
103 H 3.817 2.259 2.463  0.00
104 H 5.616 4.124 -0.280  0.00
105 H 5.760 2.737 -1.412  0.00
106 H 6.743 2.806 0.064  0.00
107 H 4.475 0.150 1.134  0.00
108 H 6.110 0.677 0.640  0.00
109 H 4.866 0.380 -0.597  0.00
110 Br -2.386 -1.893 -1.320  0.00

The total energy comes out at -6372.89399 a.u. Its expectation value of S² is 0.75. Its net charge is +1. The spin multiplicity is 2. For the orbital gap (alpha / beta), the calculation gives 7.56 / 7.57 eV. The relative energy (zero: lowest compared OMol25 entry of this formula, charge and spin) comes out at 0.0 kcal/mol. As for the HOMO energy (alpha / beta): -9.5256 / -9.5315 eV.